*P*
Here is the molecule C9H12O3 from the OMol25 dataset. Energies are from wB97M-V/def2-TZVPD.

Each line ends with the Löwdin charge.
Element x y z (Å)
C  -2.7963  0.0585  0.2871  -0.40
C  -1.3936  2.2145  -0.1823  -0.46
C  -0.5867  -0.6705  -0.5706  -0.06
C  0.0950  0.4212  0.4519  -0.26
C  -2.0498  -1.0009  -0.3031  -0.12
C  0.0266  1.8324  0.0170  -0.15
C  1.5889  0.0189  0.5107  -0.07
C  -2.5827  -2.3808  -0.3882  -0.02
C  0.9867  2.9366  0.1280  -0.05
O  -3.8590  -0.0460  0.8630  0.14
O  -1.6413  3.2804  -0.7101  0.11
O  -2.4044  1.4198  0.1641  0.12
H  -0.5403  -0.1698  -1.4980  0.12
H  0.1041  -1.4302  -0.3534  0.08
H  -0.5177  0.1805  1.4687  0.20
H  1.7498  -1.1336  0.7026  0.12
H  2.0161  0.4195  1.3108  0.02
H  2.2156  0.1988  -0.2918  0.06
H  -2.5582  -2.7310  0.5973  0.08
H  -2.0073  -2.9350  -1.0048  0.04
H  -3.6856  -2.4130  -0.8297  0.15
H  0.6531  3.9303  -0.3004  0.10
H  1.8169  2.6150  -0.5030  0.08
H  1.3128  3.0738  1.2680  0.14

The HOMO-LUMO gap (alpha / beta) comes out at 0.298 / 0.266 Eh. As for the HOMO energy (alpha / beta): -9.01 / -8.48 eV.

***

*Q*
Here is the molecule C9H12O3 from the OMol25 dataset. Energies are from wB97M-V/def2-TZVPD.

Each line ends with the Löwdin charge.
Element x y z (Å)
C  -2.3000  1.9439  1.0797  -0.30
C  -1.1711  1.1130  1.2725  -0.24
C  -1.1118  0.1558  2.1466  -0.01
C  -0.1339  -1.0394  2.0638  -0.12
C  1.0592  -0.7214  1.1231  -0.10
C  0.6176  -0.1769  -0.1998  -0.54
C  -0.1899  1.1477  0.0280  -0.02
C  0.2285  -0.6682  -2.4185  -0.17
C  1.7591  -0.6316  -2.2219  -0.16
H  -2.4038  2.4047  -0.0793  0.17
H  -2.1372  0.1873  2.8885  0.19
H  0.0585  -1.5749  3.0506  0.14
H  -0.5499  -1.7917  1.4358  0.10
H  1.5568  -1.6286  0.9009  0.09
H  2.1744  -0.0738  1.3669  0.22
H  0.6274  2.0353  0.0879  0.18
H  -0.8795  1.3086  -0.8918  0.12
H  -0.1431  0.2325  -2.9109  0.12
H  0.0263  -1.3451  -3.3209  0.14
H  2.4298  -0.4850  -3.1542  0.16
H  2.0312  -1.5958  -1.8518  0.11
O  -3.2330  2.0719  1.7999  0.06
O  0.0313  -1.0735  -1.0908  -0.04
O  1.6531  0.2054  -1.1041  -0.10

The HOMO-LUMO gap comes out at 0.367 Eh. As for the HOMO energy: -9.66 eV. Its SMILES is O=CC1=CCCC2(C1)OCCO2.

***

Name the most stable of them. *P*.

***

*P*
Here is the ion C5H14N3O with charge +1 from the OMol25 dataset. Energies are from wB97M-V/def2-TZVPD.

Each line ends with the Löwdin charge.
Element x y z (Å)
C  1.0042  1.5541  -0.2117  -0.48
C  -2.4673  -0.2779  -0.4363  -0.09
C  1.4077  -0.6346  1.3292  -0.02
C  0.5816  -1.7666  -0.6091  -0.02
C  -1.2625  0.5064  -0.8147  -0.29
N  0.7995  2.6496  0.4457  0.22
N  -0.3695  0.4848  0.3699  -0.01
N  0.2271  -0.8923  0.5085  -0.20
O  1.7034  1.1239  -1.0486  0.14
H  -2.8330  0.0105  0.5255  0.08
H  -3.1902  -0.0728  -1.2489  0.11
H  -2.0798  -1.3037  -0.4184  0.07
H  2.2638  -0.5257  0.6214  0.12
H  1.3172  0.0906  2.0040  0.06
H  1.7376  -1.6307  1.7830  0.14
H  1.2513  -1.0579  -1.2593  0.13
H  1.0791  -2.6815  -0.2227  0.12
H  -0.2179  -2.0196  -1.3752  0.12
H  -0.7241  0.0479  -1.7704  0.15
H  -1.4240  1.6619  -0.9004  0.16
H  0.0279  2.7890  1.0430  0.11
H  1.6771  3.2517  0.5746  0.19
H  -0.5093  -1.3074  1.1108  0.19

The HOMO-LUMO gap comes out at 0.407 Eh. As for the HOMO energy: -13.75 eV. Its net charge is +1. Its SMILES is CCN(C(N)=O)[NH+](C)C.

***

*Q*
Here is a cluster of 2 separate species, C5H14N3O in total from the OMol25 dataset. Energies are from wB97M-V/def2-TZVPD.

Each line ends with the Löwdin charge.
Element x y z (Å)
C  1.8273  -1.8033  0.7584  0.00
C  0.5778  0.0830  1.9952  0.01
C  1.3707  -0.4101  -1.6296  0.00
C  -0.0500  1.2370  -0.4645  -0.03
C  1.0749  -0.4814  0.7160  -0.21
N  -3.5352  1.0851  -0.8469  -0.32
N  -2.7875  0.2368  -0.4180  0.06
N  0.7910  0.0989  -0.4316  -0.13
O  -4.6264  1.3857  -0.4137  0.01
H  1.8232  -2.2601  1.7632  0.11
H  2.8926  -1.7759  0.4463  0.12
H  1.4407  -2.6050  0.2078  0.08
H  0.9356  1.1896  1.9752  0.14
H  1.3043  -0.3486  2.6903  0.09
H  -0.4194  -0.0275  2.3735  0.10
H  1.7944  0.4354  -2.3514  0.17
H  2.0373  -1.2030  -1.3393  0.07
H  0.6142  -0.7089  -2.3379  0.11
H  -0.1861  1.6254  -1.4847  0.12
H  -1.0551  1.0551  0.0018  0.08
H  0.4972  1.8958  0.0979  0.07
H  -3.1034  -0.3060  0.4547  0.14
H  -3.2179  1.6019  -1.7625  0.22

The HOMO-LUMO gap comes out at 0.347 Eh. As for the HOMO energy: -13.56 eV. Its net charge is +1.

***

Name the most stable of them. *P*.